## one
The following is a quantum chemistry calculation of a structure of composition C32H29BrN9O5V, from the Open Molecules 2025 dataset.

The geometry in ORCA input format:
```
! wB97M-V def2-TZVPD RIJCOSX def2/J DEFGRID3
* xyz -1 4
V 0.35363 -0.12737 0.29409
O -0.66596 -5.14095 2.13860
C 0.68395 -5.11984 1.98426
C 1.39750 -6.29059 2.21460
C 2.77556 -6.30293 2.06150
C 3.44903 -5.15327 1.66927
C 2.73217 -3.98388 1.44776
C 1.35563 -3.95161 1.61180
C 0.58603 -2.65412 1.44424
O 1.35780 -1.62144 0.96915
N -0.57634 -2.92036 0.57967
N -1.14726 -1.65561 0.21341
C -2.41305 -1.78142 -0.17816
C -3.10594 -0.95503 -1.06049
Br -2.02972 0.09095 -2.27538
C -4.47974 -0.84829 -1.21858
C -5.49102 -1.21694 -0.26488
C -6.83926 -1.27138 -0.67971
C -7.85655 -1.59708 0.19579
C -7.57946 -1.87952 1.53062
C -6.26095 -1.81456 1.96756
C -5.23651 -1.49261 1.09479
H -1.01863 -4.35455 1.66042
H 0.85288 -7.18047 2.50420
H 3.32291 -7.22078 2.24043
H 4.52362 -5.16434 1.53776
H 3.22154 -3.06583 1.14975
H 0.15431 -2.40419 2.43088
H -0.19880 -3.32159 -0.27995
H -2.95772 -2.65307 0.18682
H -4.83699 -0.41348 -2.14534
H -7.06921 -1.05279 -1.71669
H -8.87872 -1.63310 -0.16314
H -8.37590 -2.13844 2.21656
H -6.02734 -2.01326 3.00696
H -4.22274 -1.42898 1.46849
C -3.56561 2.21312 0.56256
O -3.00108 2.51367 1.84486
C -1.75050 3.06749 1.87033
C -1.56734 4.16357 2.68601
C -0.30476 4.74164 2.84141
C 0.76302 4.19998 2.16494
C 0.61282 3.06525 1.35468
C 1.76602 2.56509 0.63463
N 1.80051 1.39589 0.12120
N 2.82575 1.10688 -0.74939
C 2.42248 0.14789 -1.54506
O 1.26286 -0.41530 -1.47773
C 3.34525 -0.28020 -2.62865
C 4.62978 0.24435 -2.73938
C 5.46675 -0.17239 -3.76142
C 5.02884 -1.11476 -4.68455
C 3.74844 -1.63988 -4.57662
C 2.91097 -1.22568 -3.55130
C -0.66224 2.46913 1.17924
O -0.87944 1.39515 0.46238
H -4.64501 2.30909 0.67520
H -3.31712 1.20533 0.24372
H -3.21178 2.91761 -0.19256
H -2.43279 4.55538 3.20569
H -0.17642 5.60896 3.47591
H 1.75076 4.63949 2.25568
H 2.61121 3.23362 0.46900
H 4.95543 0.97898 -2.01570
H 6.46620 0.23737 -3.84129
H 5.68426 -1.43834 -5.48382
H 3.40197 -2.37546 -5.29172
H 1.91133 -1.62594 -3.44840
N 0.93081 0.69065 5.76850
N 0.29650 0.46107 4.55967
N -1.00942 0.35377 4.45632
C -1.14841 0.15072 3.15796
N 0.04681 0.10330 2.53945
N 0.95745 0.31458 3.44426
H 0.87442 1.68388 5.96953
H 1.90271 0.43958 5.62697
H -2.09064 0.05533 2.64716
*
```

Output
**Kohn-Sham gap (alpha / beta)**: 5.415 / 7.403 eV
**E_LUMO (alpha / beta)**: 2.413 / 2.404 eV
**HOMO level (alpha / beta)**: -3.00 / -5.00 eV
**⟨S²⟩**: 3.79

These are the Löwdin partial charges, in e, on atoms 1 to 5: 0.97, 0.03, -0.28, -0.03, -0.11



## two
The following is a quantum chemistry calculation of a structure of composition C32H29BrN9O5V, from the Open Molecules 2025 dataset.

The geometry in ORCA input format:
```
! wB97M-V def2-TZVPD RIJCOSX def2/J DEFGRID3
* xyz -1 4
V -0.08759 0.08062 0.19181
O 4.94833 -1.90164 0.03738
C 4.50601 -2.00288 -1.24152
C 5.33835 -2.58435 -2.19158
C 4.89444 -2.73102 -3.49884
C 3.62118 -2.31096 -3.86286
C 2.80345 -1.70692 -2.91314
C 3.24444 -1.52297 -1.61192
C 2.40544 -0.78396 -0.59125
O 1.20615 -0.33939 -1.11497
N 2.21965 -1.67704 0.56742
N 1.17890 -1.09348 1.35496
C 1.31480 -1.23610 2.66638
C 0.36133 -0.86653 3.60156
Br -1.36694 -0.40896 2.86045
C 0.46015 -0.78347 4.98670
C 1.66204 -0.70520 5.77145
C 1.58541 -0.94974 7.15953
C 2.69759 -0.87470 7.97341
C 3.94193 -0.54363 7.44347
C 4.03767 -0.27450 6.08339
C 2.92768 -0.35178 5.26048
H 4.15668 -1.78260 0.60667
H 6.31694 -2.93161 -1.88614
H 5.54624 -3.18955 -4.23255
H 3.27093 -2.43632 -4.87904
H 1.82142 -1.33165 -3.16918
H 2.98851 0.07346 -0.21430
H 1.84714 -2.55248 0.19581
H 2.22518 -1.70024 3.03596
H -0.46956 -0.77047 5.54340
H 0.62291 -1.20889 7.58634
H 2.59748 -1.07590 9.03366
H 4.81530 -0.48586 8.08011
H 4.99132 0.01145 5.65567
H 3.02856 -0.09207 4.21556
C 1.20713 2.68784 3.49576
O 1.69459 3.62027 2.52825
C 0.86014 3.96229 1.50114
C 0.76739 5.29945 1.17798
C -0.02289 5.73529 0.11289
C -0.73117 4.80868 -0.61475
C -0.64400 3.44192 -0.31916
C -1.40542 2.52121 -1.13349
N -1.32380 1.24721 -1.04667
N -2.18328 0.51225 -1.85679
C -2.19662 -0.71790 -1.42982
O -1.53785 -1.13981 -0.39763
C -3.04350 -1.70398 -2.15383
C -3.77860 -1.33766 -3.27894
C -4.55682 -2.27533 -3.93658
C -4.60904 -3.58654 -3.47787
C -3.87776 -3.95426 -2.35812
C -3.09681 -3.01629 -1.69765
C 0.17047 2.98845 0.73939
O 0.30368 1.72232 1.05675
H 1.72409 2.91890 4.42656
H 1.41294 1.66214 3.20015
H 0.13009 2.80031 3.63935
H 1.33144 6.00019 1.78102
H -0.08115 6.78880 -0.12615
H -1.36120 5.12134 -1.44020
H -2.10943 2.93485 -1.85669
H -3.72565 -0.31388 -3.62265
H -5.12524 -1.98488 -4.81149
H -5.21828 -4.31837 -3.99399
H -3.91457 -4.97460 -1.99732
H -2.51921 -3.28221 -0.82298
N 4.60400 0.96933 -3.59453
N 3.39136 1.51681 -3.19030
N 2.30079 1.42583 -3.90956
C 1.45505 2.12693 -3.16138
N 2.03283 2.63572 -2.06718
N 3.27700 2.22164 -2.09528
H 5.25237 1.19304 -2.84600
H 4.47976 -0.04333 -3.61164
H 0.41384 2.24767 -3.40286
*
```

Output
**Kohn-Sham gap (alpha / beta)**: 5.760 / 7.630 eV
**E_LUMO (alpha / beta)**: 2.549 / 2.313 eV
**HOMO level (alpha / beta)**: -3.21 / -5.32 eV
**⟨S²⟩**: 3.79

These are the Löwdin partial charges, in e, on atoms 1 to 5: 0.91, 0.05, -0.28, -0.03, -0.11



Most stable to least stable, the ends of the list are two and one.



## one
The following is a quantum chemistry calculation of a cluster of 2 separate species, C4H14N2OS in total, from the Open Molecules 2025 dataset.

The geometry in ORCA input format:
```
! wB97M-V def2-TZVPD RIJCOSX def2/J DEFGRID3
* xyz 0 1
N -2.52407 0.46945 1.36991
C -1.78680 1.44578 0.57427
N -1.01926 0.79290 -0.52735
C 0.39875 0.91362 -0.56830
C 1.08096 -0.51329 -0.73748
C 1.16876 -1.10974 -2.15463
S 0.71328 0.13486 -3.44109
H -2.53923 -0.41355 0.90249
H -2.03217 0.36939 2.25215
H -2.50678 2.07199 0.03600
H -1.23639 2.15164 1.19403
H -1.53837 0.96351 -1.36623
H 0.84307 1.61059 -1.28621
H 0.82058 1.18844 0.40113
H 2.12716 -0.45882 -0.42311
H 0.44896 -1.04306 -0.03102
H 2.13348 -1.53760 -2.41910
H 0.53075 -2.00085 -2.15823
H 1.04140 -0.65480 -4.49127
O 1.66585 -1.61999 4.27427
H 1.31302 -0.88789 3.78110
H 0.89704 -1.87256 4.81866
*
```

Output
**Kohn-Sham gap**: 9.362 eV
**E_LUMO**: 0.472 eV
**HOMO level**: -8.89 eV
**SMILES string**: NCNCCCS.O

These are the Löwdin partial charges, in e, on atoms 1 to 5: 0.00, -0.29, -0.07, -0.30, -0.24



## two
The following is a quantum chemistry calculation of a cluster of 2 separate species, C4H14N2OS in total, from the Open Molecules 2025 dataset.

The geometry in ORCA input format:
```
! wB97M-V def2-TZVPD RIJCOSX def2/J DEFGRID3
* xyz 0 1
N -1.97424 0.98393 -0.89488
C -1.10233 0.73995 -2.08625
C 0.24446 0.43095 -1.45103
N 0.12282 -0.53179 -0.30732
C 0.75551 -0.32327 0.92332
C 2.29018 -0.26966 0.86280
S 3.20385 -1.43022 2.14996
H -2.82385 1.33947 -1.02855
H -2.03313 0.14119 -0.30991
H -1.42966 0.01755 -2.84766
H -1.15544 1.74019 -2.55961
H 0.59093 1.44226 -1.02654
H 0.97158 0.09625 -2.29486
H 0.09972 -1.50164 -0.63824
H 0.32579 -1.05964 1.66504
H 0.37877 0.67455 1.27061
H 2.78548 -0.38010 -0.20057
H 2.59278 0.76275 1.22888
H 2.03134 -2.16534 2.27194
O -2.31430 -0.29415 1.83952
H -1.94315 -0.16023 0.92964
H -1.61711 -0.25301 2.50371
*
```

Output
**Kohn-Sham gap**: 9.926 eV
**E_LUMO**: 0.819 eV
**HOMO level**: -9.11 eV
**SMILES string**: NCCNCCS.O

These are the Löwdin partial charges, in e, on atoms 1 to 5: 0.02, -0.25, -0.21, -0.13, -0.37



## three
The following is a quantum chemistry calculation of a cluster of 2 separate species, C4H14N2OS in total, from the Open Molecules 2025 dataset.

The geometry in ORCA input format:
```
! wB97M-V def2-TZVPD RIJCOSX def2/J DEFGRID3
* xyz 0 1
N 2.32136 -1.41254 -1.58892
C 1.22789 -0.83681 -0.84092
C 1.71282 0.38214 -0.02661
N 0.77137 1.02559 0.88626
C -0.05849 2.03034 0.21796
C -1.54229 1.85892 0.50065
S -2.24962 0.28906 -0.16505
H 2.42006 -1.02773 -2.51513
H 3.21382 -1.41796 -1.11957
H 0.38578 -0.61561 -1.49379
H 0.85929 -1.53020 -0.07384
H 2.19708 1.12546 -0.66891
H 2.59724 0.00910 0.50309
H 0.13491 0.28945 1.17762
H 0.21493 2.13210 -0.83579
H 0.15011 3.01907 0.64284
H -1.66332 1.69155 1.57098
H -2.14820 2.68071 0.12550
H -2.82257 0.71466 -1.29832
O -0.12876 -3.05175 1.19600
H -0.45228 -2.47873 1.89124
H 0.82660 -3.11525 1.20464
*
```

Output
**Kohn-Sham gap**: 9.287 eV
**E_LUMO**: 0.736 eV
**HOMO level**: -8.55 eV
**SMILES string**: NCCNCCS.O

These are the Löwdin partial charges, in e, on atoms 1 to 5: -0.01, -0.29, -0.25, -0.07, -0.32



Most stable to least stable, the ends of the list are three and two.